This record from the OMol25 dataset describes a structure of composition C22H17BF2NO2Os at a distorted geometry. The level of theory is ωB97M-V/def2-TZVPD.

Output
Highest occupied orbital energy (alpha / beta) = -0.398 / -0.427 Ha
Spin multiplicity = 5
Total charge = +1
Total energy = -37238.2057 eV
LUMO energy (alpha / beta) = -4.800 / -7.104 eV

The geometry in XYZ format:
```
46
Properties=species:S:1:pos:R:3:forces:R:3:nbo_charge:R:1
Os 0.0749 0.5054 -0.3430 0.693 1.093 0.346 0.92
F -1.5152 -0.4568 -2.7848 0.455 -0.759 2.691 -0.50
B -1.1897 -0.7670 -1.4292 -2.413 -1.225 -0.804 1.07
F -2.1064 -1.5100 -0.6306 1.683 1.237 -2.004 -0.50
C 2.8384 2.9291 -2.1618 -0.873 -1.004 0.085 -0.20
C 1.5759 2.6027 -1.6743 0.917 1.877 -0.887 -0.05
C 0.9802 1.3405 -1.9733 0.301 -0.050 0.521 -0.52
C 1.8518 0.3322 -2.5447 -0.104 -1.008 -0.639 0.00
C 3.0124 0.7709 -3.2445 -0.798 -1.866 -1.649 -0.14
C 3.5149 2.0184 -3.0038 0.070 0.059 0.158 -0.11
C 1.4235 -1.0010 -2.2997 1.021 0.194 -3.208 -0.01
C 0.5198 -1.2311 -1.2025 -0.646 -2.028 0.831 -0.39
C 0.8286 -2.3600 -0.2873 -0.656 1.043 -3.474 0.03
C 0.2478 -2.5492 0.9489 -0.321 -0.628 2.032 -0.18
C 0.7913 -3.5368 1.7796 -0.602 1.736 -0.494 -0.18
C 1.9972 -4.1215 1.4427 0.775 -0.993 1.572 -0.10
C 2.4624 -4.0718 0.1271 -0.062 -0.466 0.012 -0.22
C 1.7510 -3.3399 -0.7894 0.994 0.116 0.954 -0.15
H 3.2524 3.9016 -2.0805 0.200 0.730 0.516 0.24
H 0.9938 3.4109 -1.2101 0.165 -0.491 -0.173 0.24
H 0.0423 1.4233 -2.5514 -0.010 0.057 -0.033 0.34
H 3.3661 0.1508 -4.1239 0.207 0.478 1.631 0.25
H 4.4585 2.2720 -3.4703 -0.139 0.312 -0.080 0.25
H 1.6352 -1.7929 -3.0753 0.173 0.787 1.095 0.24
H -0.5608 -1.9145 1.3483 0.435 -0.359 -0.473 0.25
H 0.3621 -3.6730 2.7482 -0.110 -0.156 0.457 0.24
H 2.5285 -4.6240 2.3061 -0.431 0.305 -1.525 0.25
H 3.3253 -4.6553 -0.1793 -0.187 0.006 0.043 0.24
H 2.0185 -3.4884 -1.8194 -0.130 0.527 -0.289 0.23
C -1.5093 1.9027 -0.2706 -0.706 -0.293 -1.365 -0.58
C -2.4327 1.7672 0.9067 0.150 -0.699 -0.803 -0.08
C -2.3496 2.6778 1.9397 -0.281 -0.132 1.857 -0.20
C -2.9736 2.3828 3.1565 0.888 0.507 1.068 -0.15
C -3.5990 1.1507 3.3179 -0.053 0.828 1.696 -0.16
C -3.9065 0.3369 2.2681 1.407 0.243 -1.671 -0.18
C -3.2883 0.6458 1.0453 -0.789 0.132 -0.167 -0.14
C -3.8851 0.6463 4.6408 -0.116 1.087 -1.772 0.26
N -4.1871 0.1914 5.6344 -0.304 -0.780 1.792 -0.27
H -1.0239 2.8872 -0.3420 0.116 -0.155 0.528 0.22
H -1.9326 1.7798 -1.2875 -0.562 0.115 0.702 0.23
H -1.7067 3.5412 1.9901 0.114 0.189 -0.696 0.23
H -2.8039 3.0320 4.0754 -0.291 -0.871 -1.460 0.24
H -4.4490 -0.5540 2.4895 -0.378 -0.503 -0.429 0.24
H -3.5324 0.0542 0.1625 0.326 0.017 0.344 0.23
O 0.9244 0.7065 1.3199 1.239 0.460 3.850 -0.31
O 2.1747 0.2868 1.1316 -1.367 0.330 -0.684 -0.11
```
Positions in Å, forces in eV/Å.